Entry 1:
98
Properties=species:S:1:pos:R:3:lowdin_charge:R:1 method="wB97M-V/def2-TZVPD" energy_ev=-111119.038 e_lumo_ev="-9.315 / -8.395" e_homo_ha="-0.507 / -0.507" charge=+2 homo_lumo_gap_ev="4.5 / 5.4" largest_force_ev_per_a=3.11
Sn 17.00 7.02 14.60 1.526
F 14.97 11.62 12.22 0.107
C 16.08 11.32 11.48 -0.544
F 16.57 12.48 11.00 0.169
F 15.70 10.55 10.43 0.118
S 17.22 10.29 12.65 0.675
O 18.60 10.33 12.19 -0.277
O 16.65 8.94 12.64 -0.416
N 17.06 11.06 14.05 -0.274
S 17.49 10.45 15.39 0.701
O 16.74 10.90 16.53 -0.217
O 17.68 8.93 15.32 -0.504
C 19.30 10.88 15.84 -0.543
F 20.07 11.30 14.79 0.120
F 19.97 9.83 16.33 0.125
F 19.32 11.89 16.76 0.132
O 19.13 7.58 12.76 -0.182
C 20.32 6.77 12.61 -0.136
C 19.95 5.30 12.55 -0.271
C 20.40 4.47 11.50 -0.022
C 20.36 3.10 11.61 -0.045
C 19.88 2.56 12.81 -0.031
C 19.32 3.43 13.76 -0.122
N 19.40 4.75 13.63 0.079
H 19.35 8.52 12.77 0.051
H 20.92 7.00 13.52 0.135
H 20.86 7.05 11.69 0.136
H 20.88 4.98 10.67 0.115
H 20.60 2.45 10.77 0.121
H 19.82 1.48 12.91 0.107
H 18.73 3.03 14.61 0.122
C 19.99 6.94 17.06 0.007
N 19.18 6.40 18.18 -0.039
C 19.93 6.21 19.43 -0.140
C 19.29 5.25 20.38 -0.138
C 17.80 5.52 20.38 -0.133
N 17.24 5.49 19.03 -0.082
C 16.03 4.72 18.83 -0.028
C 17.94 5.96 17.96 -0.447
O 17.40 6.02 16.82 -0.164
H 19.26 7.32 16.33 0.043
H 20.55 6.16 16.59 0.096
H 20.60 7.72 17.45 0.086
H 20.09 7.18 19.89 0.136
H 20.92 5.84 19.17 0.130
H 19.63 5.47 21.39 0.126
H 19.51 4.18 20.16 0.139
H 17.58 6.50 20.81 0.138
H 17.21 4.80 20.96 0.132
H 15.25 5.21 19.40 0.096
H 16.14 3.67 19.14 0.107
H 15.80 4.79 17.75 0.084
N 10.39 9.42 17.22 0.201
C 11.45 9.17 16.85 -0.149
C 12.72 8.69 16.38 -0.231
C 13.60 8.16 17.28 0.021
C 14.76 7.52 16.81 -0.063
C 15.02 7.53 15.45 -0.272
C 14.09 8.07 14.58 -0.108
C 12.95 8.63 15.05 -0.016
H 13.31 8.27 18.31 0.138
H 15.48 7.15 17.54 0.095
H 14.26 8.03 13.51 0.095
H 12.14 9.05 14.49 0.134
C 11.82 7.27 8.30 -0.016
C 11.71 6.00 8.91 -0.036
C 12.85 5.35 9.45 -0.086
C 14.10 6.03 9.48 -0.374
C 14.20 7.22 8.81 -0.141
C 13.09 7.89 8.26 -0.038
Sb 15.70 5.51 10.84 1.712
C 17.34 5.68 9.42 -0.372
C 17.92 6.93 9.25 -0.135
C 18.97 7.13 8.33 -0.042
C 19.49 6.02 7.63 -0.038
C 18.89 4.75 7.78 -0.038
C 17.84 4.62 8.70 -0.130
C 15.24 3.37 11.06 -0.382
C 14.76 3.01 12.32 -0.152
C 14.62 1.66 12.68 -0.054
C 14.84 0.67 11.70 -0.050
C 15.19 1.06 10.42 -0.041
C 15.24 2.44 10.08 -0.131
H 10.95 7.77 7.92 0.116
H 10.78 5.44 8.98 0.114
H 12.78 4.33 9.84 0.101
H 15.17 7.75 8.79 0.099
H 13.17 8.93 7.93 0.122
H 17.59 7.74 9.89 0.087
H 19.50 8.05 8.26 0.107
H 20.37 6.20 7.04 0.111
H 19.14 3.83 7.26 0.119
H 17.41 3.63 8.88 0.089
H 14.60 3.71 13.14 0.086
H 14.26 1.42 13.67 0.108
H 14.82 -0.36 12.03 0.114
H 15.31 0.31 9.63 0.122
H 15.42 2.71 9.07 0.097

Entry 2:
16
Properties=species:S:1:pos:R:3:lowdin_charge:R:1 method="wB97M-V/def2-TZVPD" energy_ev=-7852.675 e_lumo_ev=0.975 smiles="C[C@@]12C=C[C@@]1(C)N2" e_homo_ha=-0.280 homo_lumo_gap_ev=8.6 largest_force_ev_per_a=2.16
C 1.10 -0.91 0.59 -0.066
C -0.52 -0.87 0.82 -0.248
C -1.35 -1.44 -0.32 -0.018
C -1.04 -0.44 -1.15 -0.037
C -0.44 0.46 -0.14 -0.469
C 0.50 1.60 -0.39 -0.036
N -1.17 0.40 1.10 0.105
H 1.58 -0.44 1.46 0.076
H 1.30 -1.96 0.56 0.060
H 1.64 -0.49 -0.30 0.076
H -2.01 -2.30 -0.41 0.095
H -1.09 -0.29 -2.23 0.100
H 1.08 1.93 0.48 0.084
H 1.21 1.43 -1.21 0.082
H -0.15 2.43 -0.68 0.090
H -0.66 0.90 1.83 0.107

Entry 3:
13
Properties=species:S:1:pos:R:3:lowdin_charge:R:1 method="wB97M-V/def2-TZVPD" energy_ev=-14542.835 e_lumo_ev=0.782 smiles=[H][H].C1CS1.N e_homo_ha=-0.326 homo_lumo_gap_ev=9.7 largest_force_ev_per_a=3.15
H -0.46 3.22 -3.77 0.008
H 0.08 2.76 -3.69 0.006
C 0.58 0.19 0.87 -0.535
C 0.74 1.36 -0.09 -0.365
S 0.43 -0.38 -0.84 0.702
H 1.47 -0.31 1.25 0.060
H -0.26 0.09 1.53 0.047
H 1.61 1.89 0.29 0.072
H -0.14 1.85 -0.46 0.032
N -0.77 -2.62 1.43 0.010
H -1.06 -3.59 1.33 0.008
H -0.56 -2.29 0.49 -0.059
H -1.65 -2.16 1.66 0.013

Entry 4:
12
Properties=species:S:1:pos:R:3:lowdin_charge:R:1 method="wB97M-V/def2-TZVPD" energy_ev=-16885.449 e_lumo_ev=0.217 e_homo_ha=-0.324 homo_lumo_gap_ev=9.0 largest_force_ev_per_a=4.35
O -1.51 2.18 -0.05 0.155
C -0.48 1.69 0.03 -0.423
N 0.67 1.48 0.16 0.157
C 1.56 0.48 -0.09 -0.075
C 1.21 -0.83 0.00 -0.078
C -0.13 -1.18 0.27 -0.207
C -1.15 -0.52 -0.20 -0.646
I -3.26 -0.73 -0.03 0.811
H 2.51 0.79 -0.18 0.073
H 1.94 -1.50 0.03 0.064
H -0.22 -1.88 1.17 0.144
H -1.13 0.01 -1.12 0.025